Entry A
The following is a DFT calculation (the ωB97M-V functional and the def2-TZVPD basis) of one molecule with the formula C5H10O.

Atoms and positions in Å:
C 2.44 -0.05 -0.10
C 1.12 0.54 0.36
O 0.17 0.63 -0.70
C -0.81 -0.34 -0.52
C -1.67 -0.19 0.68
C -2.25 0.01 -0.70
H 3.12 -0.07 0.75
H 2.89 0.54 -0.91
H 2.31 -1.09 -0.44
H 0.70 -0.10 1.14
H 1.20 1.54 0.81
H -0.48 -1.34 -0.80
H -1.89 -1.07 1.28
H -1.48 0.73 1.24
H -2.91 -0.77 -1.08
H -2.48 1.02 -1.01

Values from the calculation:
**HOMO**: -9.62 eV
**Orbital gap**: 10.81 eV
**SMILES**: CCOC1CC1

=====

Entry B
The following is a DFT calculation (the ωB97M-V functional and the def2-TZVPD basis) of a 2-piece molecular cluster, C5H10O overall.

Atoms and positions in Å:
O -1.65 -1.15 -0.39
C -0.53 -0.70 -0.23
C 0.04 0.45 -0.99
C -0.16 1.31 0.33
C 0.73 0.53 1.33
C 0.32 -0.93 1.00
H 1.12 0.37 -1.22
H -0.51 0.77 -1.88
H 0.07 2.35 0.14
H -1.20 1.26 0.69
H 0.56 0.78 2.38
H 1.78 0.73 1.10
H -0.32 -1.39 1.76
H 1.16 -1.60 0.79
H -0.39 -1.32 -2.59
H -1.02 -1.46 -2.21

Values from the calculation:
**HOMO**: -9.47 eV
**Orbital gap**: 10.45 eV
**SMILES**: O=C1CCCC1.[H][H]

=====

Which is most stable? The ranking, best first, is entry A, entry B.

=====

Entry A
The following is a DFT calculation (the ωB97M-V functional and the def2-TZVPD basis) of C5H10O as an isolated structure.

Atoms and positions in Å:
C 1.23 0.29 0.71
C 0.80 0.20 -1.19
C -0.12 -0.08 -0.20
C -0.63 -1.49 -0.05
C -1.28 1.07 0.21
O -2.38 0.72 -0.34
H 1.05 -0.44 1.50
H 1.11 1.32 1.06
H 2.27 0.12 0.39
H 1.26 -0.57 -1.82
H 1.07 1.23 -1.40
H 0.07 -2.24 -0.42
H -0.88 -1.70 0.99
H -1.57 -1.53 -0.62
H -0.77 2.02 -0.14
H -1.22 1.08 1.33

Values from the calculation:
**HOMO (spin up / spin down)**: -7.48 / -7.48 eV
**Orbital gap (spin up / spin down)**: 6.98 / 6.98 eV

=====

Entry B
The following is a DFT calculation (the ωB97M-V functional and the def2-TZVPD basis) of a 2-piece molecular cluster, C5H10O overall.

Atoms and positions in Å:
C 1.70 -0.01 -1.26
C 0.45 -0.36 -0.98
C -0.01 -0.76 0.38
C -1.46 -0.94 0.84
H 1.98 0.30 -2.25
H 2.44 0.09 -0.47
H -0.32 -0.48 -1.74
H 0.70 -0.63 1.21
H 0.37 -1.68 -0.16
H -1.60 -1.99 1.14
H -1.73 -0.33 1.71
H -2.18 -0.72 0.05
C -0.08 1.86 0.39
O 0.78 2.12 -0.42
H 0.12 1.84 1.47
H -1.14 1.70 0.09

Values from the calculation:
**HOMO**: -8.30 eV
**Orbital gap**: 9.33 eV
**SMILES**: C=CCC.C=O

=====

Which is most stable? The ranking, best first, is entry B, entry A.

=====

Entry A
The following is a DFT calculation (the ωB97M-V functional and the def2-TZVPD basis) of a 2-piece molecular cluster, C5H10O overall.

Atoms and positions in Å:
O 1.95 0.03 -0.80
C 0.69 0.24 -0.32
C -0.37 0.57 -1.06
C -1.59 0.76 -0.22
C -1.15 0.34 1.21
C 0.38 0.12 1.15
H 2.51 -0.26 -0.07
H -0.34 0.71 -2.14
H -2.45 0.17 -0.56
H -1.93 1.81 -0.23
H -1.41 1.09 1.95
H -1.64 -0.60 1.49
H 0.69 -0.85 1.55
H 0.94 0.88 1.72
H 1.84 -2.13 -1.77
H 1.88 -2.87 -1.89

Values from the calculation:
**HOMO**: -8.41 eV
**Orbital gap**: 9.40 eV
**SMILES**: OC1=CCCC1.[H][H]

=====

Entry B
The following is a DFT calculation (the ωB97M-V functional and the def2-TZVPD basis) of C5H10O as an isolated structure.

Atoms and positions in Å:
C 2.13 -0.02 -0.35
C 1.01 -0.77 0.43
C -0.35 -0.49 -0.24
C -2.15 0.05 0.46
C -0.63 0.91 -0.42
O -0.19 1.79 0.32
H 1.88 1.05 -0.41
H 3.09 -0.10 0.19
H 2.30 -0.40 -1.36
H 1.26 -1.83 0.48
H 0.99 -0.35 1.43
H -0.68 -1.24 -0.96
H -2.08 -0.19 1.51
H -2.57 1.08 0.41
H -2.79 -0.58 -0.14
H -1.20 1.08 -1.34

Values from the calculation:
**HOMO**: -8.88 eV
**Orbital gap**: 9.59 eV

=====

Entry C
The following is a DFT calculation (the ωB97M-V functional and the def2-TZVPD basis) of one molecule with the formula C5H10O.

Atoms and positions in Å:
C 1.34 0.20 0.70
C 0.12 -0.16 -0.14
C 0.40 -0.18 -1.62
C -0.83 -1.09 0.58
C -1.22 0.33 0.32
O -1.29 1.28 1.34
H 1.86 1.09 0.33
H 1.07 0.38 1.75
H 2.06 -0.63 0.68
H -0.46 -0.54 -2.20
H 1.27 -0.79 -1.88
H 0.61 0.85 -1.95
H -1.37 -1.86 0.02
H -0.56 -1.37 1.59
H -2.03 0.44 -0.41
H -0.99 2.09 0.91

Values from the calculation:
**HOMO**: -9.45 eV
**Orbital gap**: 10.34 eV
**SMILES**: CC1(C)C[C@H]1O

=====

Which is most stable? The ranking, best first, is entry C, entry A, entry B.